Entry 1:
The following is a DFT calculation (ωB97M-V/def2-TZVPD) of a structure of composition C12H12F5N4O5STl.

Output
**Spin multiplicity**: 1
**Total charge**: -2
**ΔE to the lowest compared entry with this formula, charge and spin**: 20.2 kJ/mol
**E_LUMO**: 4.61 eV
**HOMO energy**: -1.9638 eV
**Frontier orbital gap**: 6.57 eV

Positions of all 40 atoms, in Å:
Tl  0.91494  0.38004  -0.09129
N  3.84166  -0.18005  3.24072
C  2.97516  0.93552  2.81215
C  3.58114  1.66753  1.61888
O  4.63036  2.31526  1.84686
N  2.99715  1.48646  0.44445
C  3.66305  2.11062  -0.67788
C  2.98586  1.86354  -2.03521
O  3.59855  2.22357  -3.04443
O  1.82069  1.31973  -2.03243
H  4.77673  0.21160  3.32043
H  3.89699  -0.83565  2.46640
H  1.97613  0.54520  2.61015
H  2.90329  1.63852  3.64398
H  3.72521  3.19844  -0.54776
H  4.70184  1.77854  -0.76672
C  -1.48190  -2.83486  -0.41103
O  -1.83051  -1.93103  -1.45242
C  -0.80975  -1.62750  -2.28566
O  0.23087  -2.25969  -2.32008
N  -1.12541  -0.57720  -3.07561
N  -0.14782  -0.05228  -3.95389
H  -2.36439  -2.91199  0.21960
H  -0.64209  -2.44623  0.16624
H  -1.21717  -3.81269  -0.81490
H  -1.77012  0.11682  -2.70370
H  0.59477  0.42168  -3.42138
H  0.31213  -0.86243  -4.35120
F  -4.70088  -2.03373  2.67078
C  -4.14405  -1.12332  1.84187
C  -3.20247  -0.22559  2.30769
F  -2.85268  -0.25391  3.60841
C  -2.63847  0.70192  1.45180
F  -1.76274  1.56446  1.99670
C  -2.96351  0.79706  0.09088
S  -2.24469  1.93926  -0.99059
C  -3.93668  -0.12578  -0.32688
F  -4.34925  -0.12900  -1.60180
C  -4.51063  -1.06220  0.50877
F  -5.43133  -1.93065  0.03808

Entry 2:
The following is a DFT calculation (ωB97M-V/def2-TZVPD) of a cluster of 3 separate species, C4H13NO2 in total at a distorted geometry.

Output
**Spin multiplicity**: 1
**Structure (SMILES)**: C=C(C)NC.O.O
**ΔE to the lowest compared entry with this formula, charge and spin**: 101.9 kJ/mol
**E_LUMO**: 0.67 eV
**HOMO energy**: -8.4599 eV
**Frontier orbital gap**: 9.13 eV

Positions of all 20 atoms, in Å:
C  1.27635  0.23626  -1.98568
C  1.21802  0.36824  -0.65990
C  2.41349  0.48719  0.26488
N  -0.05275  0.39074  -0.02367
C  -0.32101  0.86728  1.35076
H  2.24815  0.15050  -2.44827
H  0.38907  0.28799  -2.59854
H  3.30166  0.41400  -0.35905
H  2.42557  -0.38785  0.91413
H  2.33872  1.45170  0.75630
H  -0.68532  0.83359  -0.67139
H  -0.68484  1.89849  1.27834
H  0.61160  0.89493  1.90326
H  -1.15400  0.30752  1.76735
O  -3.63975  -0.63556  -0.11234
H  -2.92201  -1.26418  0.07255
H  -3.41946  -0.22344  -0.94647
O  -1.07848  -2.31529  0.22670
H  -1.40573  -2.40485  1.12082
H  -0.85929  -1.35725  0.15022

Entry 3:
The following is a DFT calculation (ωB97M-V/def2-TZVPD) of a cluster of 14 separate species, C18H64N8O14 in total at a distorted geometry.

Output
**Spin multiplicity**: 1
**ΔE to the lowest compared entry with this formula, charge and spin**: 222.9 kJ/mol
**E_LUMO**: 0.18 eV
**HOMO energy**: -7.4664 eV
**Frontier orbital gap**: 7.64 eV

Positions of all 104 atoms, in Å:
C  2.07830  3.95706  0.24232
C  1.47152  3.21031  -0.97769
O  1.82805  1.88212  -1.08491
H  1.59631  3.56176  1.05633
H  1.80150  5.02554  0.26876
H  3.10469  3.79346  0.31599
H  1.83556  3.62927  -1.96877
H  0.42550  3.35448  -1.15688
H  1.27997  1.60321  -1.81760
C  -2.06921  -2.74193  2.05855
C  -1.63065  -3.48646  3.37355
O  -0.56211  -4.37635  3.08709
H  -1.30287  -2.21090  1.69507
H  -2.91541  -2.15397  2.41272
H  -2.46875  -3.50537  1.39683
H  -2.49103  -3.99114  3.80416
H  -1.41651  -2.69374  4.11095
H  -0.58244  -5.10096  3.72835
C  -2.76513  -0.16161  -3.49672
C  -3.96223  0.38078  -2.74985
O  -5.15496  -0.07375  -3.28278
H  -1.88083  0.43496  -3.16781
H  -2.87882  -0.01030  -4.53465
H  -2.45188  -1.18046  -3.15761
H  -4.08602  1.43186  -2.67714
H  -3.73871  -0.08298  -1.73045
H  -5.43444  0.52735  -3.93698
C  2.54870  -1.47704  -1.92069
C  3.70790  -1.01286  -2.78560
O  4.76191  -1.96880  -2.86265
H  2.01399  -0.59006  -1.65679
H  2.84901  -1.95759  -0.98112
H  1.91274  -2.14883  -2.46384
H  4.07034  -0.07721  -2.35607
H  3.40112  -0.84424  -3.84782
H  5.19110  -1.75863  -3.68793
C  1.07953  -1.24216  3.55191
O  1.15468  -1.38792  4.97705
N  1.45817  -2.15037  2.67360
N  0.74573  -0.15237  3.00501
H  1.90223  -2.99414  3.14309
H  1.08424  -2.26526  1.69843
H  0.56539  0.72132  3.60429
H  0.07747  -0.13534  2.17318
C  3.51293  -0.09916  0.83386
O  4.51484  0.31033  -0.01962
N  2.50878  0.63853  1.19271
N  3.71407  -1.15700  1.59527
H  2.21674  1.30429  0.40761
H  1.83106  0.20018  1.96951
H  4.51247  -1.65594  1.15746
H  2.84225  -1.56483  2.15419
C  1.73164  -4.30255  0.61091
O  1.03814  -3.20713  0.30103
N  1.52537  -5.12467  1.62564
N  2.86989  -4.55187  0.01338
H  0.55477  -4.99297  2.06363
H  2.03716  -5.95345  1.75570
H  3.22448  -4.07867  -0.85288
H  3.40856  -5.41769  0.26735
C  -0.07051  3.00154  3.83904
O  -1.29435  3.03004  3.20896
N  0.79355  3.99113  3.96172
N  0.37137  1.92339  4.45210
H  0.48990  4.87284  3.52483
H  1.57921  4.08675  4.59391
H  -0.52233  1.42665  4.71489
H  1.21547  2.00691  5.05399
C  -2.16698  3.11225  -1.64327
O  -2.12971  2.82993  -0.21675
H  -3.23647  3.17646  -1.85987
H  -1.70021  2.24492  -2.11502
H  -1.47566  3.95830  -1.91359
H  -2.85567  2.24395  -0.07997
C  -1.01047  6.08622  -0.33538
O  -1.00810  5.26124  0.83269
H  -0.29477  5.61331  -1.03460
H  -0.81294  7.16939  -0.34022
H  -2.04547  5.93572  -0.77906
H  -1.09411  4.38720  0.54672
C  -0.64284  -0.17103  -0.11941
O  -0.97293  0.56506  1.04365
H  -1.47374  -0.91114  -0.20490
H  0.34572  -0.63546  0.10460
H  -0.48231  0.51784  -0.97386
H  -1.32596  1.45335  0.77829
C  0.46536  0.03738  -4.07540
O  0.44263  1.25890  -3.36100
H  -0.02759  -0.76177  -3.53824
H  1.44574  -0.25747  -4.51293
H  -0.12972  0.34058  -4.90093
H  -0.29121  1.76633  -3.69708
C  -3.98923  0.09330  1.38028
O  -4.21224  1.38465  0.85368
H  -4.98533  -0.37185  1.67895
H  -3.39113  0.08764  2.25271
H  -3.59745  -0.43654  0.51008
H  -4.08576  1.95800  1.60353
C  -0.61175  -3.36906  -3.04503
O  -1.17332  -4.51068  -3.55303
H  -0.71322  -2.71416  -3.89688
H  0.38022  -3.52122  -2.68902
H  -1.08142  -2.86386  -2.20375
H  -0.82105  -5.22509  -2.99607

Entry 4:
The following is a DFT calculation (ωB97M-V/def2-TZVPD) of a structure of composition C42H52Cl3CsGe2N5O2S3Si.

Output
**Spin multiplicity**: 2
**Total charge**: -2
**ΔE to the lowest compared entry with this formula, charge and spin**: 285.0 kJ/mol
**E_LUMO (alpha / beta)**: 3.16 / 3.16 eV
**HOMO energy (alpha / beta)**: -0.3662 / -0.3672 eV
**Frontier orbital gap (alpha / beta)**: 3.52 / 3.52 eV

Positions of all 111 atoms, in Å:
Cs  0.56537  0.91095  -1.02014
N  -1.04480  5.99435  -2.21476
C  -0.53892  4.76910  -1.69756
S  -0.32740  3.52124  -2.90986
N  -0.32879  4.79164  -0.43548
N  0.07670  3.61423  0.19587
C  0.46346  3.83933  1.43239
C  0.42411  5.25116  1.97956
C  1.48377  6.13646  1.81515
C  1.44385  7.41268  2.36014
C  0.33324  7.83047  3.08235
C  -0.73113  6.95404  3.25241
C  -0.68023  5.67801  2.70844
C  0.89410  2.86560  2.37900
C  1.37961  3.24437  3.65921
C  1.65664  2.35256  4.65399
C  1.28318  0.95474  4.34742
C  1.63631  0.53827  2.90773
N  0.99824  1.47022  1.98874
H  -0.72872  6.13580  -3.16232
H  -0.80878  6.76112  -1.59787
H  2.34847  5.81273  1.25764
H  2.28428  8.08349  2.22094
H  0.29906  8.82597  3.50955
H  -1.60435  7.26384  3.81550
H  -1.50706  4.99128  2.84299
H  1.54567  4.29911  3.84594
H  2.06207  2.65062  5.61133
H  1.58706  0.22434  5.09679
H  2.48660  -0.05141  2.58821
O  -2.01475  -0.00910  -1.71978
S  -3.08060  0.04108  -2.74994
C  -2.60966  -1.25594  -3.93387
C  -2.28963  -2.58775  -3.27210
C  -1.46385  -3.51861  -4.16905
C  0.01038  -3.15908  -4.36730
S  1.09054  -3.14364  -2.89017
O  0.54060  -2.07350  -2.01167
C  0.53909  -4.70160  -2.19591
C  -0.17811  -4.67653  -1.01535
C  -0.58709  -5.87851  -0.45127
C  -0.27481  -7.07984  -1.06900
C  0.46553  -7.08958  -2.24834
C  0.88487  -5.89613  -2.80981
C  -4.48366  -0.80548  -2.00815
C  -5.68379  -0.93476  -2.69258
C  -6.74947  -1.57357  -2.07569
C  -6.61369  -2.06183  -0.78086
C  -5.41500  -1.90998  -0.10008
C  -4.34132  -1.27540  -0.71425
H  -1.73424  -0.81479  -4.41800
H  -3.40665  -1.32742  -4.67959
H  -3.22572  -3.09201  -3.02048
H  -1.75597  -2.39606  -2.34106
H  -1.92752  -3.56779  -5.16166
H  -1.51354  -4.53008  -3.76183
H  0.15057  -2.15339  -4.77218
H  0.47587  -3.85784  -5.06804
H  -0.38352  -3.72715  -0.53569
H  -1.13383  -5.86766  0.48274
H  -0.58640  -8.01427  -0.61921
H  0.73591  -8.02952  -2.71303
H  1.50258  -5.89293  -3.70087
H  -5.78861  -0.53327  -3.69454
H  -7.69021  -1.68213  -2.60111
H  -7.44953  -2.55383  -0.29935
H  -5.30648  -2.28239  0.91082
H  -3.39315  -1.13408  -0.21009
C  3.47784  0.99906  -3.93146
Si  4.01803  0.23700  -2.29476
C  5.41985  -0.96372  -2.59775
C  4.11587  1.51194  -0.96736
C  3.56247  2.77780  -1.19572
C  3.45642  3.70042  -0.16918
C  3.89313  3.37867  1.10977
C  4.44540  2.12612  1.35490
C  4.55601  1.20023  0.32935
H  4.26995  1.61720  -4.36844
H  2.58990  1.62719  -3.82198
H  3.23521  0.20907  -4.64660
H  6.28056  -0.47915  -3.07094
H  5.06615  -1.76590  -3.24737
H  5.75344  -1.43103  -1.66800
H  3.17491  3.04724  -2.17135
H  2.99070  4.65396  -0.37424
H  3.76723  4.08111  1.92343
H  4.75720  1.85773  2.35708
H  4.96012  0.21731  0.54905
Cl  5.02825  -2.39566  1.46781
Ge  3.04694  -2.57772  0.30660
Cl  3.69608  -4.41278  -0.96307
Cl  1.86009  -3.71937  1.91916
N  -0.19196  0.75490  3.99560
C  0.19455  0.40512  2.61863
H  -0.65364  1.66367  4.00543
C  -2.21954  -3.30811  1.99204
Ge  -1.67818  -1.71962  3.04160
C  -0.72825  -2.39286  4.60909
C  -3.30520  -0.75516  3.55683
C  -0.56980  -0.63373  1.84669
H  -3.03694  -3.85298  2.47142
H  -1.35578  -3.97352  1.92035
H  -2.52755  -3.04371  0.97769
H  -1.28912  -3.20478  5.07923
H  -0.58294  -1.58048  5.31848
H  0.24522  -2.77477  4.29966
H  -4.00883  -1.42427  4.05762
H  -3.79677  -0.32437  2.68174
H  -3.04034  0.05466  4.23630
H  -1.25506  -0.17464  1.12300
H  0.11170  -1.29198  1.30469

Entry 5:
The following is a DFT calculation (ωB97M-V/def2-TZVPD) of a structure of composition C22H43BN8O3SbSi3V at a distorted geometry.

Output
**Spin multiplicity**: 2
**Total charge**: -1
**ΔE to the lowest compared entry with this formula, charge and spin**: 0.0 kJ/mol
**E_LUMO (alpha / beta)**: 2.45 / 2.46 eV
**HOMO energy (alpha / beta)**: -3.4426 / -2.8135 eV
**Frontier orbital gap (alpha / beta)**: 5.90 / 5.27 eV

Positions of all 82 atoms, in Å:
V  -1.25339  0.18601  -0.83781
C  -3.33903  -1.02372  2.80043
C  -2.32060  -1.18128  1.85964
N  -2.24731  -0.13451  1.05218
N  -3.21853  0.72107  1.44077
C  -3.87800  0.20774  2.49034
B  -3.50845  2.07594  0.75664
N  -4.20082  1.92009  -0.60714
C  -5.42538  1.41325  -0.82408
C  -5.66612  1.41180  -2.17876
C  -4.48911  1.93892  -2.72033
N  -3.60926  2.23775  -1.77594
N  -2.19237  2.83783  0.53430
C  -1.96355  4.14455  0.72238
C  -0.71461  4.44897  0.22132
C  -0.25114  3.22890  -0.27802
N  -1.14583  2.26758  -0.08616
H  -3.64293  -1.70784  3.57050
H  -1.63469  -2.00156  1.71289
H  -4.68169  0.76704  2.93690
H  -4.20325  2.69373  1.52729
H  -6.02775  1.07271  0.00041
H  -6.54183  1.05942  -2.69312
H  -4.23509  2.10840  -3.75574
H  -2.71156  4.75160  1.19973
H  -0.21310  5.39952  0.22477
H  0.68800  2.99117  -0.74496
N  -0.68490  1.05705  -2.83194
C  0.10012  0.11434  -3.63565
C  -0.22456  -1.33844  -3.24684
O  -0.06161  -2.23066  -4.09248
N  -0.67415  -1.44575  -2.00910
C  -1.54203  -2.55169  -1.68949
C  -2.95212  -2.00087  -1.40830
O  -3.85035  -2.77200  -1.09121
O  -3.03597  -0.72124  -1.50328
H  -0.39478  2.01875  -2.97011
H  -1.67784  1.03188  -3.07587
H  -0.07072  0.21478  -4.71414
H  1.16036  0.31192  -3.44966
H  -1.58263  -3.30317  -2.48761
H  -1.22167  -3.06120  -0.77205
C  3.46301  -3.10044  1.25850
Si  1.71978  -2.89628  0.56572
C  0.53207  -3.73702  1.76096
C  1.70320  -3.78743  -1.08367
Sb  1.11552  -0.42520  0.25790
Si  1.70367  0.54437  2.55144
C  0.19493  0.38232  3.65607
C  2.07918  2.37400  2.33915
C  3.15992  -0.26791  3.43450
Si  3.23698  0.28971  -0.99350
C  4.78490  0.40181  0.07939
C  2.93511  2.02236  -1.66883
C  3.59799  -0.87380  -2.42961
H  3.67315  -4.17152  1.32501
H  3.59361  -2.66995  2.24844
H  4.21168  -2.66125  0.59934
H  0.96443  -4.70735  2.02072
H  -0.43723  -3.92241  1.30264
H  0.37432  -3.18443  2.68764
H  1.80902  -4.85842  -0.88214
H  2.53935  -3.49052  -1.71121
H  0.79975  -3.63095  -1.66239
H  -0.68035  0.84111  3.19816
H  0.38978  0.87863  4.61048
H  -0.05621  -0.65908  3.86234
H  1.21954  2.91211  1.94608
H  2.92035  2.55233  1.66833
H  2.33635  2.80086  3.31233
H  2.86724  -1.20090  3.91445
H  3.47964  0.41928  4.22437
H  4.01491  -0.47433  2.80001
H  4.62661  0.98469  0.98234
H  5.55494  0.91203  -0.50712
H  5.17456  -0.57405  0.36462
H  2.93150  2.75379  -0.85963
H  1.98479  2.09000  -2.19070
H  3.72598  2.30491  -2.36786
H  4.19312  -1.72181  -2.08731
H  4.19133  -0.33865  -3.17562
H  2.71183  -1.26939  -2.92207

Entry 6:
The following is a DFT calculation (ωB97M-V/def2-TZVPD) of a cluster of 2 separate species, C2H11N2O in total at a distorted geometry.

Output
**Spin multiplicity**: 1
**Total charge**: +1
**ΔE to the lowest compared entry with this formula, charge and spin**: 163.2 kJ/mol
**E_LUMO**: -3.22 eV
**HOMO energy**: -13.9752 eV
**Frontier orbital gap**: 10.75 eV

Positions of all 16 atoms, in Å:
C  -1.29386  0.61536  -1.47658
N  0.23364  0.92156  -1.37617
H  -1.45005  -0.34773  -1.00443
H  -1.84489  1.37886  -1.00879
H  -1.68566  0.65751  -2.49702
H  0.09848  1.94653  -1.12591
H  0.72744  0.78083  -2.21968
H  0.54477  0.24670  -0.66075
N  -0.25516  -0.18083  1.90321
C  0.81004  -0.95388  1.44030
O  0.84217  -1.12972  -0.07190
H  -1.16757  -0.57900  2.13134
H  -0.00582  0.32798  2.68616
H  1.77212  -0.41049  1.66762
H  0.88076  -2.09650  1.89545
H  1.79360  -1.17717  -0.28286